No. 1
Molecular formula: C33H38N8O6PdS
Method: DFT, wB97M-V/def2-TZVPD

The calculation puts the max |F| at 1.18 eV Å⁻¹. The calculation puts the energy above the lowest of the compared OMol25 structures with the same formula, charge and spin at 226.9 kJ/mol. The calculation puts the molar mass at 781.20 u. Its net charge is -2. As for the orbital gap: 4.79 eV.

Each line ends with the Löwdin charge.
Element x y z (Å)
1 Pd -0.013 -0.118 0.645  0.28
2 O 1.242 -2.136 1.521  -0.37
3 S 0.578 -1.717 2.744  0.56
4 O 0.960 -2.568 3.875  -0.38
5 N 0.754 -0.168 2.992  -0.15
6 C 0.277 0.432 4.122  -0.27
7 C 0.321 -0.121 5.405  -0.04
8 C -0.015 0.627 6.537  -0.12
9 C -0.418 1.935 6.449  -0.10
10 C -0.585 2.514 5.175  -0.18
11 C -1.058 3.832 4.989  -0.05
12 C -1.302 4.285 3.723  -0.08
13 C -1.114 3.407 2.636  -0.14
14 N -0.610 2.206 2.770  0.13
15 C -0.298 1.760 4.001  -0.15
16 C -1.225 -1.958 2.602  -0.26
17 C -2.070 -1.054 1.953  -0.11
18 C -3.428 -1.348 1.897  -0.09
19 C -3.937 -2.489 2.502  -0.12
20 C -3.093 -3.361 3.173  -0.11
21 C -1.732 -3.091 3.219  -0.10
22 H 0.648 -1.145 5.502  0.08
23 H 0.065 0.159 7.513  0.09
24 H -0.636 2.520 7.336  0.09
25 H -1.232 4.457 5.859  0.10
26 H -1.652 5.297 3.558  0.09
27 H -1.377 3.708 1.629  0.09
28 H -1.660 -0.138 1.453  0.06
29 H -4.098 -0.679 1.369  0.10
30 H -5.000 -2.703 2.461  0.09
31 H -3.487 -4.249 3.656  0.09
32 H -1.039 -3.744 3.732  0.10
33 C 1.033 6.018 -2.373  -0.06
34 N 1.338 4.824 -1.620  -0.07
35 C 2.614 4.373 -1.531  -0.09
36 C 2.932 3.322 -0.756  -0.02
37 C 1.858 2.679 -0.035  -0.39
38 N 0.610 3.120 -0.137  0.19
39 C 0.283 4.182 -0.879  -0.52
40 O -0.839 4.680 -0.969  -0.01
41 N 2.139 1.687 0.815  0.15
42 H 1.398 6.912 -1.854  0.08
43 H -0.048 6.075 -2.460  0.08
44 H 1.478 5.976 -3.370  0.08
45 H 3.351 4.916 -2.111  0.12
46 H 3.936 2.935 -0.688  0.10
47 H 2.978 1.160 0.615  0.10
48 H 1.299 1.086 1.138  0.03
49 C -0.589 -5.385 -1.725  -0.05
50 C -0.025 -4.593 -0.539  -0.58
51 C -0.416 -5.256 0.788  -0.04
52 C 1.507 -4.506 -0.624  -0.04
53 C -0.584 -3.234 -0.542  -0.15
54 N -1.050 -2.181 -0.528  0.22
55 H -0.195 -6.403 -1.700  0.08
56 H -0.296 -4.920 -2.667  0.07
57 H -1.678 -5.427 -1.690  0.08
58 H -0.092 -6.300 0.794  0.08
59 H -1.495 -5.215 0.944  0.08
60 H 0.067 -4.729 1.609  0.08
61 H 1.946 -5.486 -0.419  0.08
62 H 1.861 -3.781 0.107  0.07
63 H 1.827 -4.182 -1.614  0.07
64 C -1.091 2.416 -4.127  -0.07
65 C -1.229 0.917 -4.383  -0.19
66 C 0.012 0.127 -3.946  -0.31
67 C -0.209 -1.365 -4.300  -0.16
68 C 0.979 -2.272 -3.990  -0.08
69 C 1.226 0.615 -4.714  -0.46
70 O 1.216 0.843 -5.920  0.03
71 N 2.345 0.744 -3.975  0.19
72 C 2.515 0.309 -2.601  -0.58
73 O 3.687 0.243 -2.228  -0.01
74 N 1.425 0.087 -1.892  0.16
75 C 0.190 0.237 -2.413  -0.47
76 O -0.824 0.380 -1.738  0.00
77 H -1.966 2.953 -4.497  0.07
78 H -0.207 2.808 -4.636  0.07
79 H -0.997 2.604 -3.057  0.07
80 H -1.398 0.734 -5.448  0.11
81 H -2.077 0.529 -3.817  0.11
82 H -0.445 -1.420 -5.368  0.11
83 H -1.082 -1.703 -3.735  0.12
84 H 1.862 -1.971 -4.557  0.08
85 H 0.740 -3.305 -4.256  0.06
86 H 1.219 -2.224 -2.929  0.06
87 H 3.195 1.014 -4.447  0.14

Forces on the atoms, in the same order (eV/Å):
Pd -0.1 0.3 -1.0
O 0.1 -0.1 0.1
S -0.1 -0.1 0.8
O -0.1 0.1 0.0
N 0.0 -0.6 -0.6
C -0.1 0.0 0.5
C 0.0 0.0 -0.4
C -0.1 0.2 0.2
C 0.0 -0.1 0.2
C 0.1 -0.1 -0.3
C 0.0 0.0 -0.1
C -0.1 0.1 0.2
C 0.2 -0.1 -0.1
N 0.0 0.3 -0.1
C 0.0 -0.2 0.4
C 0.2 0.0 0.3
C 0.1 -0.1 0.2
C 0.0 0.1 0.0
C -0.1 -0.1 0.0
C 0.0 0.0 -0.1
C 0.0 0.0 0.0
H 0.1 0.1 0.0
H 0.0 0.0 0.0
H 0.0 0.0 0.0
H 0.0 0.0 0.0
H -0.1 0.0 -0.1
H 0.1 0.0 -0.1
H -0.5 -0.2 0.4
H 0.0 0.1 0.0
H 0.0 0.0 0.0
H 0.0 0.0 0.0
H 0.0 0.0 0.0
C 0.0 0.1 0.0
N -0.3 -0.2 0.1
C 0.1 -0.1 0.1
C 0.0 -0.2 -0.1
C -0.1 0.4 0.1
N 0.0 -0.3 0.3
C 0.3 0.6 -0.3
O 0.1 -0.2 0.1
N -0.6 -0.2 0.0
H 0.0 0.0 0.0
H 0.0 0.0 0.0
H 0.0 0.0 0.0
H 0.0 0.0 0.0
H 0.1 0.0 -0.1
H -0.1 0.0 0.0
H 0.9 0.8 -0.1
C 0.0 0.1 0.0
C 0.2 -0.3 0.1
C 0.0 0.1 0.0
C 0.0 0.1 0.0
C -0.2 0.2 -0.2
N -0.1 -0.6 -0.4
H 0.0 0.0 0.0
H 0.0 0.0 0.0
H 0.0 0.0 0.0
H 0.0 0.0 0.0
H 0.0 0.0 0.0
H 0.0 0.0 0.1
H 0.0 0.0 0.0
H 0.1 -0.1 0.0
H 0.0 0.0 -0.1
C 0.0 -0.2 0.0
C 0.1 0.2 -0.1
C -0.4 0.0 -0.1
C 0.2 0.0 0.1
C -0.2 0.0 0.0
C 0.0 -0.1 -0.1
O -0.1 0.0 0.0
N 0.3 0.0 0.2
C 0.1 0.4 -0.5
O -0.1 0.0 0.0
N -0.2 0.0 0.8
C 0.0 0.1 -0.4
O 0.5 0.0 0.0
H 0.0 0.1 0.0
H 0.0 0.1 0.0
H 0.0 0.1 0.0
H 0.0 0.0 0.0
H 0.0 0.0 0.0
H 0.0 0.0 0.0
H 0.0 0.0 0.0
H 0.0 0.0 0.0
H 0.0 0.0 0.0
H 0.1 -0.1 0.0
H 0.0 -0.1 0.0



No. 2
Molecular formula: C4H7N3
Method: DFT, wB97M-V/def2-TZVPD

The calculation puts the max |F| at 1.50 eV Å⁻¹. The calculation puts the energy above the lowest of the compared OMol25 structures with the same formula, charge and spin at 225.8 kJ/mol. The SMILES is Nc1c[nH]c(N)c1. The calculation puts the molar mass at 97.12 u. Its net charge is 0. As for the orbital gap: 8.25 eV.

Each line ends with the natural charge from an NBO analysis.
Element x y z (Å)
1 N 2.102 -0.709 0.539  -0.80
2 C 0.927 -0.225 -0.038  0.09
3 C 0.499 1.101 0.036  -0.17
4 N -0.676 1.194 -0.683  -0.50
5 C -1.164 -0.091 -0.755  0.26
6 N -2.224 -0.080 0.215  -0.82
7 C -0.092 -0.984 -0.634  -0.34
8 H 2.827 -0.007 0.532  0.37
9 H 2.426 -1.559 0.100  0.37
10 H 1.057 1.969 0.347  0.21
11 H -1.384 1.885 -0.473  0.40
12 H -2.493 -1.033 0.442  0.36
13 H -1.575 0.249 0.985  0.35
14 H -0.155 -2.067 -0.711  0.22

Forces on the atoms, in the same order (eV/Å):
N 0.3 0.0 -0.2
C 0.0 0.2 -0.1
C 0.7 0.2 -0.6
N 0.0 -0.1 0.5
C 0.2 0.1 -0.1
N -0.2 -0.3 0.0
C 0.0 0.1 0.2
H 0.2 -0.2 0.0
H 0.1 0.1 0.1
H 0.1 0.0 -0.2
H 0.2 0.0 0.1
H -0.2 0.1 0.0
H -1.4 -0.6 0.1
H -0.1 0.3 0.3



No. 3
Molecular formula: C4H6O3Si
Method: DFT, wB97M-V/def2-TZVPD

The calculation puts the max |F| at 1.36 eV Å⁻¹. The calculation puts the energy above the lowest of the compared OMol25 structures with the same formula, charge and spin at 68.6 kJ/mol. The calculation puts the molar mass at 130.18 u. Its net charge is 0. As for the orbital gap: 9.12 eV.

Each line ends with the natural charge from an NBO analysis.
Element x y z (Å)
1 C 0.180 -1.090 -0.965  -0.59
2 C -0.836 -2.093 -0.686  -0.18
3 C 1.159 -0.798 -0.162  0.75
4 C -0.791 -2.936 0.339  -0.42
5 O 2.040 -0.539 0.550  -0.44
6 O 0.465 3.414 1.554  -1.15
7 O -0.197 3.222 -0.848  -1.15
8 Si 1.139 3.428 0.040  1.29
9 H 0.111 -0.524 -1.882  0.27
10 H -1.655 -2.130 -1.390  0.21
11 H 0.028 -2.931 1.040  0.19
12 H -1.564 -3.664 0.507  0.20
13 H 0.990 3.450 2.345  0.50
14 H -1.067 3.190 -0.441  0.51

Forces on the atoms, in the same order (eV/Å):
C -0.8 0.1 -0.9
C 0.1 -0.3 0.4
C 1.1 0.4 0.7
C -0.2 -0.1 -0.1
O -0.4 -0.1 -0.2
O -0.6 -0.1 -0.2
O -0.6 0.0 -0.7
Si 0.9 0.0 0.4
H 0.2 0.2 0.0
H -0.1 0.0 0.0
H 0.2 0.0 0.2
H -0.2 -0.1 0.0
H 0.4 0.1 0.3
H -0.1 -0.1 0.1



No. 4
Molecular formula: C3H6N4O
Method: DFT, wB97M-V/def2-TZVPD

The calculation puts the max |F| at 10.54 eV Å⁻¹. The calculation puts the energy above the lowest of the compared OMol25 structures with the same formula, charge and spin at 684.7 kJ/mol. The SMILES is CN/N=c1/cn[nH]o1. The calculation puts the molar mass at 114.11 u. Its net charge is 0. As for the orbital gap: 7.73 eV.

Each line ends with the natural charge from an NBO analysis.
Element x y z (Å)
1 C -2.166 -0.787 0.351  -0.42
2 N -1.755 0.494 -0.411  -0.43
3 N -0.595 1.063 -0.248  -0.26
4 C 0.517 0.352 0.014  0.31
5 C 1.737 1.167 0.282  -0.02
6 N 2.860 0.400 0.123  -0.23
7 N 2.499 -0.895 -0.080  -0.14
8 O 1.008 -0.950 -0.348  -0.41
9 H -1.097 -1.434 0.320  0.22
10 H -1.914 -0.650 1.390  0.20
11 H -3.036 -1.133 0.084  0.20
12 H -2.452 1.195 -0.702  0.38
13 H 1.571 2.301 0.199  0.25
14 H 2.824 -1.123 -0.976  0.36

Forces on the atoms, in the same order (eV/Å):
C 10.2 2.6 0.5
N -3.1 -1.9 -0.8
N 4.1 -1.8 2.1
C 0.4 2.1 -1.6
C 1.8 -2.1 -2.2
N -3.6 3.7 0.8
N -1.9 0.5 1.6
O -1.0 1.3 1.2
H -3.4 0.5 -1.3
H -1.4 0.9 1.0
H -4.4 -2.2 -1.4
H 0.4 -1.0 0.8
H 1.1 -1.9 0.8
H 0.8 -0.7 -1.7



Which formula does entry 1 have?
C33H38N8O6PdS



Which of these has the lowest max |F|?
C33H38N8O6PdS



Repeat the second record exactly.
Molecular formula: C4H7N3
Method: DFT, wB97M-V/def2-TZVPD

The calculation puts the max |F| at 1.50 eV Å⁻¹. The calculation puts the energy above the lowest of the compared OMol25 structures with the same formula, charge and spin at 225.8 kJ/mol. The SMILES is Nc1c[nH]c(N)c1. The calculation puts the molar mass at 97.12 u. Its net charge is 0. As for the orbital gap: 8.25 eV.

Each line ends with the natural charge from an NBO analysis.
Element x y z (Å)
1 N 2.102 -0.709 0.539  -0.80
2 C 0.927 -0.225 -0.038  0.09
3 C 0.499 1.101 0.036  -0.17
4 N -0.676 1.194 -0.683  -0.50
5 C -1.164 -0.091 -0.755  0.26
6 N -2.224 -0.080 0.215  -0.82
7 C -0.092 -0.984 -0.634  -0.34
8 H 2.827 -0.007 0.532  0.37
9 H 2.426 -1.559 0.100  0.37
10 H 1.057 1.969 0.347  0.21
11 H -1.384 1.885 -0.473  0.40
12 H -2.493 -1.033 0.442  0.36
13 H -1.575 0.249 0.985  0.35
14 H -0.155 -2.067 -0.711  0.22

Forces on the atoms, in the same order (eV/Å):
N 0.3 0.0 -0.2
C 0.0 0.2 -0.1
C 0.7 0.2 -0.6
N 0.0 -0.1 0.5
C 0.2 0.1 -0.1
N -0.2 -0.3 0.0
C 0.0 0.1 0.2
H 0.2 -0.2 0.0
H 0.1 0.1 0.1
H 0.1 0.0 -0.2
H 0.2 0.0 0.1
H -0.2 0.1 0.0
H -1.4 -0.6 0.1
H -0.1 0.3 0.3